No. 1
A 4-piece molecular cluster, C6H18FO6 overall in a non-equilibrium geometry. Source: the OMol25 dataset; level of theory: ωB97M-V/def2-TZVPD.

XYZ file:
```
31
Properties=species:S:1:pos:R:3:forces:R:3
F 0.822 -0.793 -0.655 0.52 0.74 -1.84
C -0.906 1.809 0.209 0.16 -2.92 -0.17
C -2.011 0.675 0.454 1.54 3.00 -2.18
O -2.449 0.567 1.763 -0.25 0.80 0.94
O 0.376 1.300 0.391 -1.46 1.97 5.04
H -1.134 2.625 0.894 0.21 0.45 -0.01
H -0.907 2.077 -0.848 -0.90 0.61 -0.19
H -1.505 -0.215 0.081 -1.29 0.50 -0.50
H -2.794 1.056 -0.202 -0.64 -0.75 -0.09
H -1.975 1.252 2.241 0.05 -0.09 0.37
H 0.564 0.487 -0.083 0.21 -2.05 -1.53
C 2.697 2.173 -0.961 -0.90 0.06 0.77
C 3.026 0.713 -1.245 -0.67 2.37 -0.12
O 2.912 0.510 -2.642 -0.13 -1.28 -0.22
O 1.289 2.530 -1.145 2.68 1.44 -2.32
H 3.321 2.854 -1.539 0.18 0.19 -0.12
H 2.928 2.250 0.102 0.09 0.51 0.24
H 2.267 0.188 -0.666 0.21 -0.96 -0.86
H 4.008 0.549 -0.800 0.43 -0.32 -0.35
H 3.583 0.980 -3.143 0.15 0.20 0.41
H 1.062 3.071 -0.385 0.06 -0.34 -0.09
C -1.912 -3.213 0.567 -0.70 -1.10 0.90
C -1.588 -1.974 1.409 2.32 -0.70 -0.74
O -0.220 -1.557 1.057 -3.67 -1.06 2.89
O -0.810 -4.069 0.210 -0.01 0.77 0.29
H -2.540 -3.017 -0.303 0.27 0.47 -0.33
H -2.542 -3.799 1.236 -0.53 -0.32 0.06
H -1.645 -2.148 2.483 0.20 -0.49 0.09
H -2.326 -1.188 1.244 0.15 -1.12 -0.07
H -0.400 -0.831 0.455 1.79 -0.64 -0.27
H -1.191 -4.860 -0.179 -0.07 0.04 -0.01
```
Positions in Å, forces in eV/Å.

## Properties
E_tot = -790.56652 Eh
Strongest force on any atom = 5.6 eV/A
Net charge = -1

=====

No. 2
C6H18K2NO6 as an isolated structure in a non-equilibrium geometry. Source: the OMol25 dataset; level of theory: ωB97M-V/def2-TZVPD.

XYZ file:
```
33
Properties=species:S:1:pos:R:3:forces:R:3
K 5.303 0.913 2.975 -0.41 0.21 -0.34
K 2.317 -2.989 1.530 -0.29 0.43 -0.27
N 1.985 0.555 0.904 0.49 -0.24 0.22
O 1.384 -0.533 0.748 0.37 -0.98 0.29
O 1.444 1.586 0.623 -0.20 0.85 -0.20
O 3.179 0.546 1.360 0.08 -0.47 0.32
O 0.524 4.147 1.671 0.00 0.08 0.25
H 0.895 3.260 1.630 -0.01 -0.03 -0.19
H 1.126 4.688 1.155 -0.02 0.03 -0.08
C 0.061 -2.015 -3.777 0.32 0.14 0.25
C 0.755 -1.626 -2.485 -0.37 -0.10 0.23
C 1.952 -0.732 -2.724 0.54 -0.04 0.02
O -0.209 -0.963 -1.666 0.08 -0.25 -0.21
H -0.133 -1.104 -4.344 -0.21 -0.06 -0.05
H -0.869 -2.529 -3.548 -0.07 0.00 -0.13
H 0.707 -2.657 -4.375 -0.04 -0.06 -0.04
H 1.056 -2.540 -1.940 0.18 -0.05 -0.22
H 1.632 0.187 -3.214 -0.02 0.06 0.07
H 2.714 -1.201 -3.355 -0.19 -0.10 -0.07
H 2.459 -0.480 -1.787 -0.17 0.11 0.00
H 0.205 -0.844 -0.805 -0.08 0.43 0.16
C -1.445 1.009 2.471 0.01 0.47 0.44
C -2.805 0.464 2.094 0.18 -0.54 -0.09
C -2.886 0.133 0.614 -0.61 0.40 -0.10
O -3.110 -0.695 2.889 -0.09 0.20 0.01
H -1.215 1.927 1.926 0.00 -0.10 -0.11
H -0.660 0.275 2.273 0.00 -0.04 -0.09
H -1.430 1.266 3.533 0.04 -0.13 -0.02
H -3.588 1.178 2.338 0.04 0.11 0.13
H -2.411 0.921 0.028 0.18 -0.19 -0.08
H -3.931 0.109 0.296 0.05 -0.20 0.02
H -2.449 -0.840 0.391 0.25 0.05 -0.08
H -2.558 -1.416 2.571 -0.04 0.01 -0.04
```
Positions in Å, forces in eV/Å.

## Properties
E_tot = -1945.19587 Eh
Strongest force on any atom = 1.1 eV/A
Net charge = +1

=====

No. 3
A 2-piece molecular cluster, C6H18N2O overall in a non-equilibrium geometry. Source: the OMol25 dataset; level of theory: ωB97M-V/def2-TZVPD.

XYZ file:
```
27
Properties=species:S:1:pos:R:3:forces:R:3
C -0.152 1.149 -1.953 0.22 0.73 0.40
O 0.283 0.265 -0.959 0.78 0.75 1.51
C 1.358 0.664 0.312 -1.36 0.35 -1.45
C 2.011 -0.669 0.331 -0.82 -0.94 -1.82
C 0.538 0.995 1.539 -0.09 -0.04 -0.38
C 2.241 1.805 -0.140 -0.30 -0.19 -0.18
H -0.818 0.601 -2.623 0.03 -0.06 0.06
H -0.714 1.994 -1.530 -0.01 0.02 -0.12
H 0.680 1.548 -2.549 -0.09 -0.01 0.03
H 1.698 -1.294 1.161 0.17 -0.02 0.10
H 3.085 -0.639 0.167 0.03 -0.05 0.18
H 1.464 -1.020 -0.634 1.66 -0.62 1.67
H -0.118 0.168 1.800 -0.05 0.03 -0.01
H 1.221 1.164 2.375 0.07 0.02 -0.04
H -0.046 1.901 1.385 -0.09 0.04 0.04
H 1.655 2.708 -0.301 0.02 0.09 -0.02
H 2.982 2.005 0.636 -0.03 -0.01 0.03
H 2.772 1.551 -1.056 0.02 -0.01 -0.05
C -3.022 -1.398 -0.303 0.07 -0.16 0.06
N -1.895 -1.019 0.532 0.01 0.00 -0.10
N -1.202 -2.121 1.111 -0.07 -0.15 -0.03
H -2.752 -2.092 -1.117 -0.02 0.03 0.06
H -3.792 -1.875 0.309 0.02 0.03 -0.05
H -3.448 -0.495 -0.742 -0.03 0.01 -0.04
H -1.203 -0.525 -0.034 -0.13 -0.04 0.17
H -1.048 -2.869 0.427 -0.10 0.11 0.10
H -1.778 -2.502 1.856 0.09 0.07 -0.12
```
Positions in Å, forces in eV/Å.

## Properties
E_tot = -424.05602 Eh
Strongest force on any atom = 2.4 eV/A
Net charge = 0

=====

No. 4
A 2-piece molecular cluster, C6H18N3 overall in a non-equilibrium geometry. Source: the OMol25 dataset; level of theory: ωB97M-V/def2-TZVPD.

XYZ file:
```
27
Properties=species:S:1:pos:R:3:forces:R:3
C 2.128 2.276 0.619 0.37 1.78 -0.64
C 2.217 1.029 1.468 0.78 -2.67 1.48
C 0.532 1.271 -1.098 0.62 0.26 1.05
N 0.943 2.356 -0.382 -0.31 -0.48 1.87
N 1.316 0.197 -1.190 0.31 -1.10 -0.16
N -0.651 1.284 -1.740 -0.16 0.55 0.04
H 2.033 3.171 1.371 0.06 -1.39 -1.98
H 2.967 2.445 -0.114 -0.20 -0.18 1.51
H 1.203 0.701 1.898 1.45 0.43 -0.80
H 2.948 0.995 2.366 -1.30 1.31 -1.21
H 0.250 3.008 0.054 0.29 -1.13 -1.48
H 2.220 0.029 -0.808 0.53 1.36 0.99
H 1.100 -0.747 -1.480 -1.46 0.54 -0.91
H -0.868 2.089 -2.303 -0.26 0.20 0.29
H -1.247 0.479 -1.847 0.42 -0.25 -0.16
H 2.740 0.152 0.973 -1.15 0.80 0.11
C -2.252 -1.715 -0.143 -1.37 2.03 -0.09
C -1.287 -2.772 -0.591 0.24 -0.18 -0.73
C -1.984 -1.141 1.250 1.37 -0.76 -0.72
H -2.261 -0.843 -0.827 -0.30 -0.50 -0.09
H -3.295 -2.061 -0.045 0.40 -0.21 -0.76
H -1.674 -3.395 -1.416 -0.17 -0.01 0.67
H -2.218 -1.951 1.926 0.17 0.14 0.72
H -0.923 -0.893 1.285 0.28 -0.15 0.47
H -1.109 -3.334 0.320 0.59 -0.68 -0.33
H -0.343 -2.395 -1.058 -0.44 0.01 0.90
H -2.486 -0.232 1.512 -0.78 0.28 -0.04
```
Positions in Å, forces in eV/Å.

## Properties
E_tot = -403.40573 Eh
Strongest force on any atom = 3.2 eV/A
Net charge = +1

=====

No. 5
A 2-piece molecular cluster, C6H18N3 overall in a non-equilibrium geometry. Source: the OMol25 dataset; level of theory: ωB97M-V/def2-TZVPD.

XYZ file:
```
27
Properties=species:S:1:pos:R:3:forces:R:3
C -2.665 0.912 0.740 -2.37 -1.88 -2.43
C -2.446 -0.200 1.648 0.28 -3.26 6.33
C -0.822 0.691 -0.745 2.85 1.83 -3.42
N -2.150 0.361 -0.513 2.44 1.37 1.38
N -0.121 1.635 -0.038 -2.18 -1.94 -0.27
N -0.315 0.314 -1.992 -1.84 0.11 3.08
H -3.678 1.146 0.563 -1.67 -0.20 -0.23
H -2.322 1.781 1.136 1.86 2.64 0.09
H -1.661 0.191 2.462 -0.94 -1.37 -2.00
H -2.180 -1.306 1.307 -0.40 2.44 0.49
H -2.491 -0.565 -0.820 -0.13 0.54 -0.15
H -0.336 1.878 0.898 -1.45 -0.15 1.04
H 0.832 1.945 -0.028 1.12 -0.58 -1.83
H -0.842 -0.211 -2.691 0.00 0.00 0.29
H 0.553 0.709 -2.280 0.90 0.23 -0.31
H -3.356 -0.349 2.407 1.42 0.18 -2.02
C 2.349 -1.157 -0.335 1.11 0.73 1.49
C 2.951 0.099 0.366 2.32 -1.36 -1.07
C 2.649 -2.426 0.493 -0.22 1.30 -0.54
H 1.233 -1.155 -0.376 0.35 0.46 -0.37
H 2.835 -1.079 -1.271 -0.11 -0.89 -1.50
H 2.378 0.899 0.181 -2.64 3.23 -0.67
H 3.691 -2.467 0.763 0.43 0.41 0.62
H 1.957 -2.354 1.342 0.55 -0.71 0.00
H 3.952 0.595 -0.090 -1.71 -2.15 1.46
H 2.868 -0.059 1.417 0.88 0.15 0.92
H 2.566 -3.286 -0.116 -0.85 -1.15 -0.37
```
Positions in Å, forces in eV/Å.

## Properties
E_tot = -402.83024 Eh
Strongest force on any atom = 7.1 eV/A
Multiplicity = 2
Net charge = +2

=====

No. 6
An isolated ion of composition C6H18N3Si and charge +1 in a non-equilibrium geometry. Source: the OMol25 dataset; level of theory: ωB97M-V/def2-TZVPD.

XYZ file:
```
28
Properties=species:S:1:pos:R:3:forces:R:3
C 1.669 3.486 -0.595 1.43 -0.73 -0.02
Si 0.522 2.039 -1.207 1.07 0.28 -1.41
N 0.892 0.284 -0.678 -0.44 2.18 -1.02
C -0.003 -0.486 -0.045 2.35 -1.61 1.16
N -0.123 -1.765 -0.518 -0.70 1.76 0.32
C -0.615 -1.977 -1.857 2.55 -1.64 -2.22
C 0.123 -2.918 0.322 -0.75 -1.00 1.20
N -0.423 -0.209 1.215 -1.04 -0.27 -3.29
C -1.845 -0.469 1.526 -1.56 -1.12 -0.08
C 0.059 0.885 1.997 2.47 -1.08 0.82
H 2.600 3.455 -1.240 -0.99 -0.27 0.51
H 1.381 4.542 -0.676 -0.74 -0.47 -0.15
H 2.083 3.392 0.437 -0.56 -0.23 -0.55
H -0.939 2.093 -0.837 0.58 0.21 -0.28
H 0.923 1.839 -2.798 -0.91 0.31 2.14
H 1.388 -0.152 -1.468 -0.38 -0.23 0.84
H -1.618 -1.714 -2.053 -1.31 0.48 0.32
H 0.000 -1.477 -2.721 -0.77 -0.88 1.70
H -0.535 -3.096 -1.996 -0.10 1.30 -0.29
H 0.253 -2.646 1.416 -0.13 -0.12 -1.48
H -0.807 -3.548 0.245 1.22 0.06 0.28
H 1.053 -3.466 -0.009 -1.10 0.47 0.19
H -2.686 -0.738 0.741 2.50 0.51 0.82
H -1.855 -1.286 2.266 -0.38 0.51 0.01
H -2.141 0.486 1.941 -0.70 -0.25 0.38
H 1.176 0.961 1.986 -0.76 -0.79 0.37
H -0.172 1.830 1.636 -1.40 1.86 -0.55
H -0.363 0.653 2.973 0.54 0.75 0.28
```
Positions in Å, forces in eV/Å.

## Properties
E_tot = -692.88923 Eh
Strongest force on any atom = 3.8 eV/A
Net charge = +1

=====

No. 7
A 2-piece molecular cluster, C6H18N4 overall in a non-equilibrium geometry. Source: the OMol25 dataset; level of theory: ωB97M-V/def2-TZVPD.

XYZ file:
```
28
Properties=species:S:1:pos:R:3:forces:R:3
C -1.577 0.842 -3.037 -5.23 -1.66 1.52
C -1.769 0.357 -1.280 1.10 0.32 -0.61
C -2.842 -0.592 -0.467 3.11 1.92 -1.67
C -2.891 -2.122 1.484 -2.65 1.68 -2.45
C 0.598 0.631 -0.406 -0.68 1.36 1.12
C -4.237 -0.319 -0.744 -1.86 0.86 1.89
N -2.630 1.026 -3.766 3.02 0.27 1.98
N -2.214 -1.344 0.377 -1.73 -0.09 0.96
N 8.963 0.931 3.313 -0.13 4.27 2.79
N -0.476 -0.207 -0.846 0.26 -2.33 -3.03
H -0.542 0.806 -3.273 1.00 0.40 -0.28
H -1.915 1.375 -0.848 0.04 -0.69 -0.06
H -2.250 -2.234 2.290 1.08 0.62 1.76
H -3.913 -1.570 1.657 2.15 -1.37 0.27
H -3.055 -3.140 1.178 -0.40 -0.32 -0.57
H 0.185 1.331 0.352 0.19 -0.08 -0.65
H 1.380 0.139 0.140 0.27 -0.89 0.01
H 1.039 1.161 -1.211 0.56 0.90 -0.67
H -4.682 0.645 -0.278 1.34 -1.23 -0.38
H -4.470 -0.176 -1.770 0.30 -0.09 -1.14
H -2.381 1.431 -4.679 -0.04 -0.47 0.10
H -4.868 -1.083 -0.340 -0.51 -0.62 0.09
H -1.146 -1.164 0.343 -1.05 -0.14 -0.64
H 8.188 1.255 2.755 -0.22 -0.47 -1.02
H 9.738 1.612 3.231 0.11 -0.54 -0.90
H 8.663 1.277 4.280 0.24 -1.72 -0.82
H 9.283 0.001 3.226 0.10 -1.52 -0.01
H -0.179 -0.868 -1.681 -0.39 1.64 2.39
```
Positions in Å, forces in eV/Å.

## Properties
E_tot = -457.75849 Eh
Strongest force on any atom = 5.7 eV/A
Net charge = +2

=====

No. 8
C6H18N4RhSbSe4 as an isolated structure. Source: the OMol25 dataset; level of theory: ωB97M-V/def2-TZVPD.

XYZ file:
```
34
Properties=species:S:1:pos:R:3:forces:R:3
Rh 0.165 0.641 -0.705 -0.07 -0.40 0.18
N 1.652 -0.889 -1.652 -0.02 0.04 0.04
C 1.378 -2.191 -1.002 0.05 0.08 -0.15
C 1.130 -1.959 0.469 -0.12 0.20 0.11
N 0.027 -0.972 0.661 -0.25 0.03 0.16
C -1.310 -1.641 0.489 0.26 0.01 0.14
C -2.253 -0.783 -0.320 0.12 0.11 -0.26
N -1.522 -0.301 -1.537 -0.12 -0.09 0.21
C 0.119 -0.265 1.976 -0.05 -0.16 -0.24
C 1.349 0.619 2.015 0.11 0.14 -0.09
N 1.520 1.365 0.718 -0.12 0.16 0.23
H 1.619 -0.973 -2.662 -0.02 -0.03 -0.04
H 2.596 -0.586 -1.436 0.08 -0.03 -0.03
H 2.200 -2.895 -1.120 0.06 -0.04 -0.05
H 0.511 -2.638 -1.487 -0.04 -0.01 -0.02
H 2.037 -1.561 0.922 -0.01 0.01 0.02
H 0.892 -2.889 0.989 0.00 -0.02 0.00
H -1.744 -1.863 1.464 0.02 -0.04 0.05
H -1.150 -2.595 -0.012 0.00 0.00 -0.03
H -2.568 0.099 0.232 -0.02 0.11 0.06
H -3.145 -1.348 -0.583 -0.05 -0.02 -0.04
H -2.130 0.295 -2.089 -0.08 0.12 0.01
H -1.288 -1.092 -2.130 0.00 -0.02 -0.08
H 0.131 -0.980 2.802 0.03 -0.03 0.02
H -0.779 0.345 2.074 -0.06 0.03 -0.01
H 2.251 0.047 2.208 0.06 -0.03 0.01
H 1.244 1.330 2.830 0.03 0.05 0.07
H 2.497 1.365 0.442 0.06 0.02 0.01
H 1.265 2.345 0.881 -0.03 -0.06 -0.02
Se -0.785 3.968 1.457 0.05 -0.15 0.01
Sb -1.371 4.091 -0.845 0.14 0.06 0.16
Se -3.596 3.044 -1.048 -0.09 -0.11 -0.07
Se -1.187 6.328 -1.871 -0.01 0.03 -0.06
Se 0.246 2.538 -2.129 0.11 0.06 -0.28
```
Positions in Å, forces in eV/Å.

## Properties
E_tot = -10414.40780 Eh
Strongest force on any atom = 0.4 eV/A
Multiplicity = 5
Net charge = +2